The following is a quantum chemistry calculation of a molecular structure, C16H17F3N3OPdS2 at a distorted geometry, from the Open Molecules 2025 dataset.

The value obtained for the HOMO-LUMO gap (spin up / spin down) is 7.36 / 7.36 eV. The energy above the lowest of the compared OMol25 structures with the same formula, charge and spin is 0.706 eV. As for the highest occupied orbital energy (spin up / spin down): -11.885 / -11.885 eV. Its charge is +1.

```
43
Properties=species:S:1:pos:R:3:forces:R:3:nbo_charge:R:1
Pd 1.20802 0.61797 0.34721 0.244 1.113 -0.972 0.822
F 1.90270 -2.39426 4.56360 0.007 -0.015 0.004 -0.305
C 0.78095 -1.69175 4.76131 0.040 0.025 -0.006 0.982
F -0.22849 -2.37985 4.20434 -0.026 -0.014 -0.009 -0.312
F 0.55511 -1.62330 6.07446 0.002 -0.007 0.015 -0.305
C 0.88724 -0.32053 4.14855 0.036 -0.006 -0.065 -0.209
C 0.63093 0.83346 4.86152 -0.002 0.086 0.015 -0.076
C 0.67924 2.08326 4.23826 0.019 -0.026 0.090 -0.258
C 0.95836 2.14767 2.89417 0.133 -0.151 0.039 0.073
N 1.24153 1.02176 2.22721 -0.614 -0.166 0.775 -0.429
C 1.21693 -0.18397 2.80299 0.181 -0.064 -0.131 0.103
S 1.61055 -1.31031 1.51986 0.106 -0.204 0.182 -0.026
H 0.38710 0.76292 5.91307 -0.002 0.000 -0.002 0.255
H 0.49351 2.98939 4.79463 -0.009 -0.006 0.011 0.251
H 0.99676 3.07669 2.34184 -0.063 -0.010 -0.008 0.228
C 3.27079 -2.10005 -4.15530 -0.008 -0.021 -0.006 -0.625
C 2.58154 -0.78807 -3.80309 -0.141 0.233 -0.107 -0.599
S 1.90058 -0.87846 -2.14726 0.111 -0.010 0.108 1.230
O 1.52761 0.57082 -1.74259 -0.156 -0.890 0.339 -0.977
C 0.32003 -1.69067 -2.44283 -0.008 -0.077 -0.117 -0.596
C -0.72739 -0.80440 -3.09402 0.006 0.002 -0.032 -0.629
H 3.58053 -2.07057 -5.19840 0.023 0.011 0.008 0.247
H 2.61155 -2.96085 -4.03812 -0.014 0.011 -0.016 0.214
H 4.15418 -2.26014 -3.53962 -0.011 -0.007 0.012 0.231
H 1.79347 -0.51594 -4.50564 -0.008 -0.001 0.026 0.237
H 3.29010 0.03961 -3.75118 0.008 -0.010 -0.003 0.257
H 0.00016 -2.04328 -1.46042 0.023 0.042 0.028 0.242
H 0.56104 -2.57362 -3.03945 -0.041 -0.017 0.025 0.245
H -0.81424 0.14700 -2.57082 -0.012 -0.013 0.031 0.229
H -1.68985 -1.31337 -3.05393 -0.007 0.013 -0.020 0.236
H -0.50453 -0.59872 -4.14001 0.021 -0.002 0.008 0.223
N -4.15096 4.25468 -1.79860 0.020 -0.007 0.014 -0.235
C -3.72191 3.32348 -1.28221 -0.039 -0.003 -0.022 0.242
C -3.17866 2.15681 -0.64411 0.011 0.014 0.011 -0.186
C -3.94471 1.01242 -0.44741 0.012 -0.009 0.002 -0.101
C -3.35329 -0.07388 0.17244 0.008 0.012 0.017 -0.243
C -2.02693 0.02019 0.56016 0.098 -0.065 0.115 0.055
N -1.28506 1.11457 0.37344 0.095 0.289 -0.325 -0.498
C -1.85516 2.16348 -0.21606 -0.038 -0.023 0.003 0.082
H -4.97555 0.98350 -0.77312 -0.001 0.005 0.004 0.249
H -3.90771 -0.98300 0.35658 -0.002 0.004 -0.001 0.245
H -1.52718 -0.81006 1.04951 -0.016 -0.021 -0.031 0.215
H -1.24887 3.04936 -0.36095 0.016 -0.014 -0.009 0.215
```
Positions in Å, forces in eV/Å.